{
  "formula": "H16O8",
  "method": "ωB97M-V with the def2-TZVPD basis set",
  "species": ["O", "H", "H", "O", "H", "H", "O", "H", "H", "O", "H", "H", "O", "H", "H", "O", "H", "H", "O", "H", "H", "O", "H", "H"],
  "positions_angstrom": [[-5.7260, 3.1008, 1.9645], [-5.3918, 2.2039, 1.9789], [-5.8183, 3.3075, 1.0344], [2.0337, 3.2558, -3.7070], [1.5614, 2.7495, -3.0460], [1.5277, 4.0633, -3.7976], [-3.8574, -1.5561, 1.1269], [-3.8259, -2.3627, 1.6413], [-4.0923, -1.8432, 0.2445], [2.4973, -3.1245, 2.6628], [2.8532, -4.0130, 2.6480], [1.9341, -3.1044, 3.4365], [5.6473, -0.0523, 3.6423], [4.9042, -0.6129, 3.4195], [6.2866, -0.6463, 4.0356], [-5.3845, 3.1379, -2.8217], [-5.5237, 3.6875, -3.5929], [-4.7318, 2.4952, -3.0997], [0.5379, 0.3683, -0.5616], [-0.3390, 0.2829, -0.1874], [1.1186, -0.0088, 0.0992], [4.7513, -3.7705, -2.7318], [4.1166, -3.1590, -2.3584], [4.9206, -4.3990, -2.0300]],
  "atomic_forces_ev_per_a": [[-0.05, 0.14, 0.21], [0.09, -0.25, 0.04], [-0.04, 0.09, -0.27], [0.17, -0.03, -0.15], [-0.09, -0.22, 0.23], [-0.09, 0.22, -0.04], [0.08, 0.25, 0.06], [0.01, -0.18, 0.18], [-0.08, -0.04, -0.25], [0.08, 0.22, -0.15], [0.11, -0.23, -0.04], [-0.17, 0.04, 0.20], [0.03, 0.23, -0.01], [-0.24, -0.14, -0.10], [0.19, -0.11, 0.10], [-0.10, 0.00, 0.24], [-0.07, 0.18, -0.17], [0.17, -0.18, -0.04], [0.05, 0.12, -0.26], [-0.26, -0.01, 0.09], [0.20, -0.09, 0.16], [0.09, -0.03, -0.20], [-0.17, 0.21, 0.05], [0.08, -0.17, 0.14]],
  "lowdin_charge": [-0.0529, 0.0253, 0.0260, -0.0535, 0.0241, 0.0268, -0.0551, 0.0282, 0.0280, -0.0543, 0.0287, 0.0293, -0.0518, 0.0205, 0.0278, -0.0548, 0.0288, 0.0270, -0.0530, 0.0267, 0.0280, -0.0529, 0.0276, 0.0253],
  "smiles": "O.O.O.O.O.O.O.O",
  "lumo_energy_ev": 0.08,
  "energy_ha": -611.4758
}